Entry 1:
The following is a quantum chemistry calculation of 5 unconnected molecules or ions with the total composition C30H35F4O2P in a non-equilibrium geometry, from OMol25.

Calculated values
- strongest force on any atom (eV/Å) = 2.8
- SMILES string = CC(C)[C@@H](C)COPO.Fc1ccccc1.Fc1ccccc1.Fc1ccccc1.Fc1ccccc1
- electronic energy (eV) = -55927.9806

Last column: Löwdin charge in e.
Cartesian coordinates (Å):
C1 1.110 6.847 -0.343  -0.115
C2 0.902 5.863 -1.638  -0.339
C3 -0.595 5.151 -1.440  -0.125
C4 2.110 4.786 -1.898  -0.291
C5 3.570 5.216 -1.287  -0.114
C6 1.757 3.241 -1.400  -0.283
O1 1.596 3.191 0.072  -0.456
P1 1.933 1.569 0.623  0.923
O2 0.396 0.823 1.053  -0.393
H1 0.036 6.988 0.157  0.081
H2 1.802 6.425 0.500  0.075
H3 1.413 7.914 -0.736  0.084
H4 0.794 6.552 -2.597  0.133
H5 -0.603 4.541 -0.420  0.091
H6 -0.876 4.440 -2.326  0.067
H7 -1.394 6.020 -1.279  0.088
H8 2.253 4.707 -3.080  0.146
H9 3.501 5.080 -0.106  0.077
H10 3.950 6.277 -1.603  0.089
H11 4.378 4.416 -1.645  0.090
H12 2.671 2.569 -1.772  0.113
H13 0.812 2.802 -1.976  0.102
H14 2.649 1.682 1.885  -0.062
H15 -0.074 0.549 0.195  0.050
F1 0.435 0.777 -2.513  0.033
C7 -0.744 0.371 -3.004  -0.285
C8 -0.817 -0.830 -3.702  -0.004
C9 -2.045 -1.255 -4.209  -0.077
C10 -3.184 -0.469 -4.022  -0.086
C11 -3.099 0.737 -3.325  -0.079
C12 -1.874 1.157 -2.808  -0.019
H16 0.080 -1.423 -3.845  0.114
H17 -2.114 -2.196 -4.749  0.075
H18 -4.141 -0.799 -4.422  0.103
H19 -3.987 1.349 -3.184  0.107
H20 -1.792 2.087 -2.256  0.102
F2 4.103 5.121 7.677  0.062
C13 3.552 4.455 6.654  -0.291
C14 3.694 4.947 5.362  -0.018
C15 3.124 4.250 4.295  -0.078
C16 2.409 3.075 4.536  -0.102
C17 2.268 2.592 5.838  -0.080
C18 2.847 3.282 6.902  -0.020
H21 4.246 5.866 5.195  0.115
H22 3.236 4.622 3.280  0.100
H23 1.961 2.534 3.705  0.062
H24 1.707 1.679 6.023  0.106
H25 2.755 2.916 7.919  0.115
F3 -0.588 -3.953 -4.143  0.055
C19 -1.486 -4.788 -3.603  -0.284
C20 -2.816 -4.716 -4.003  -0.026
C21 -3.749 -5.588 -3.445  -0.078
C22 -3.345 -6.517 -2.483  -0.088
C23 -2.008 -6.579 -2.084  -0.079
C24 -1.073 -5.714 -2.651  -0.006
H26 -3.113 -3.982 -4.745  0.101
H27 -4.790 -5.545 -3.756  0.105
H28 -4.074 -7.195 -2.044  0.103
H29 -1.697 -7.300 -1.332  0.084
H30 -0.029 -5.754 -2.359  0.119
F4 -0.601 -7.730 0.236  0.040
C25 -1.045 -7.404 1.457  -0.285
C26 -1.500 -6.112 1.697  -0.015
C27 -1.967 -5.773 2.967  -0.078
C28 -1.963 -6.727 3.987  -0.097
C29 -1.499 -8.020 3.738  -0.083
C30 -1.043 -8.362 2.465  -0.017
H31 -1.488 -5.381 0.895  0.114
H32 -2.332 -4.768 3.162  0.106
H33 -2.323 -6.461 4.978  0.101
H34 -1.494 -8.760 4.534  0.105
H35 -0.688 -9.364 2.251  0.116

---

Entry 2:
The following is a quantum chemistry calculation of a molecular structure, C5H2F15O16S5Zn in a non-equilibrium geometry, from OMol25.

Calculated values
- strongest force on any atom (eV/Å) = 3.6
- energy above the lowest of the compared OMol25 structures with the same formula, charge and spin (eV) = 0.000
- electronic energy (eV) = -181337.7255
- net charge = -3

Last column: Löwdin charge in e.
Cartesian coordinates (Å):
Zn1 -0.050 0.822 -0.101  0.553
C1 0.099 1.602 3.979  -0.647
F1 -1.197 1.366 3.749  0.117
F2 0.303 2.186 5.175  0.107
F3 0.759 0.476 3.915  0.161
S1 0.721 2.717 2.528  0.535
O1 2.166 2.562 2.472  -0.307
O2 0.090 2.162 1.317  -0.335
O3 0.350 4.078 2.835  -0.340
C2 0.988 2.539 -3.882  -0.642
F4 -0.298 2.231 -3.716  0.116
F5 1.404 1.966 -5.017  0.106
F6 1.098 3.875 -3.983  0.090
S2 2.108 1.917 -2.470  0.543
O4 2.586 0.611 -2.857  -0.280
O5 3.083 2.996 -2.384  -0.326
O6 1.208 1.787 -1.308  -0.337
C3 2.080 -2.714 1.719  -0.630
F7 0.994 -2.394 2.460  0.095
F8 3.007 -3.096 2.603  0.093
F9 1.739 -3.719 0.926  0.132
S3 2.755 -1.199 0.756  0.516
O7 3.707 -0.584 1.689  -0.337
O8 3.315 -1.647 -0.491  -0.299
O9 1.605 -0.329 0.514  -0.329
C4 -2.579 -1.995 2.724  -0.653
F10 -2.354 -1.348 3.866  0.118
F11 -1.683 -2.952 2.579  0.144
F12 -3.806 -2.551 2.795  0.091
S4 -2.625 -0.723 1.297  0.540
O10 -1.221 -0.389 1.029  -0.330
O11 -3.366 -1.306 0.178  -0.324
O12 -3.383 0.366 1.920  -0.343
C5 -1.603 -1.850 -3.644  -0.654
F13 -1.462 -0.686 -4.294  0.109
F14 -2.759 -1.883 -2.987  0.110
F15 -1.515 -2.893 -4.473  0.111
S5 -0.245 -1.954 -2.283  0.518
O13 0.989 -2.087 -3.041  -0.315
O14 -0.312 -0.654 -1.589  -0.339
O15 -0.579 -3.094 -1.462  -0.308
O16 -1.762 1.710 -0.848  -0.007
H1 -1.942 2.643 -0.688  0.087
H2 -2.410 1.434 -1.502  0.088

---

Entry 3:
The following is a quantum chemistry calculation of 2 unconnected molecules or ions with the total composition C4H11NS in a non-equilibrium geometry, from OMol25.

Calculated values
- strongest force on any atom (eV/Å) = 2.6
- SMILES string = C=CN.CSC
- energy above the lowest of the compared OMol25 structures with the same formula, charge and spin (eV) = 1.756
- electronic energy (eV) = -16650.0375

Last column: Löwdin charge in e.
Cartesian coordinates (Å):
C1 1.788 -1.216 -1.959  -0.039
C2 2.095 -0.380 -0.952  -0.325
N1 2.343 -0.741 0.361  0.034
H1 1.634 -2.277 -1.802  0.045
H2 1.499 -0.786 -2.903  0.031
H3 1.667 0.619 -0.967  0.098
H4 2.535 -1.724 0.463  0.082
H5 1.799 -0.243 1.032  0.054
C3 -1.073 0.493 1.906  -0.429
S1 -1.540 -0.433 0.360  0.695
C4 -2.328 1.024 -0.495  -0.384
H6 -0.464 1.401 1.907  0.040
H7 -0.489 -0.170 2.548  0.019
H8 -2.057 0.623 2.339  0.015
H9 -3.408 0.952 -0.360  0.025
H10 -2.040 1.926 0.031  0.023
H11 -1.963 0.932 -1.511  0.017

---

Entry 4:
The following is a quantum chemistry calculation of C3H6OS in the gas phase in a non-equilibrium geometry, from OMol25.

Calculated values
- strongest force on any atom (eV/Å) = 6.9
- SMILES string = CC(=O)CS
- energy above the lowest of the compared OMol25 structures with the same formula, charge and spin (eV) = 3.029
- electronic energy (eV) = -16087.9615

Last column: Löwdin charge in e.
Cartesian coordinates (Å):
C1 -1.045 0.970 -0.314  -0.073
C2 -0.830 -0.414 -0.061  -0.547
O1 -1.398 -1.399 -0.617  0.034
C3 0.542 -0.872 0.342  -0.626
S1 1.878 -0.282 -0.561  0.679
H1 -2.098 0.826 -0.647  0.091
H2 -0.104 1.374 -1.042  0.138
H3 -1.197 1.607 0.705  0.140
H4 0.928 -0.569 1.466  0.131
H5 0.781 -1.911 0.233  0.042
H6 2.544 0.669 0.495  -0.008

---

Entry 5:
The following is a quantum chemistry calculation of a molecular structure, C15H30InO7, from OMol25.

Calculated values
- strongest force on any atom (eV/Å) = 0.5
- electronic energy (eV) = -35546.2620
- net charge = -1

Last column: Löwdin charge in e.
Cartesian coordinates (Å):
C1 0.468 -2.847 4.013  -0.080
C2 1.516 -2.593 2.925  -0.274
O1 2.623 -1.809 3.332  -0.161
C3 2.350 -0.538 3.918  -0.226
C4 1.640 0.467 3.018  -0.191
C5 2.579 1.284 2.130  -0.219
C6 1.926 2.528 1.488  -0.347
C7 2.163 2.715 -0.009  -0.384
In1 0.672 4.075 -0.957  0.227
H1 -0.419 -2.226 3.887  0.072
H2 0.884 -2.658 5.001  0.070
H3 0.150 -3.891 3.992  0.057
H4 1.042 -2.162 2.035  0.108
H5 1.970 -3.535 2.617  0.111
H6 3.340 -0.155 4.172  0.117
H7 1.807 -0.673 4.860  0.101
H8 1.062 1.146 3.652  0.115
H9 0.903 -0.045 2.392  0.109
H10 3.435 1.575 2.750  0.100
H11 2.976 0.647 1.333  0.105
H12 2.306 3.414 2.008  0.095
H13 0.853 2.503 1.706  0.064
H14 2.137 1.738 -0.506  0.015
H15 3.153 3.148 -0.182  0.013
H16 1.345 5.710 -1.130  -0.168
H17 -0.713 4.120 0.170  -0.154
H18 0.126 3.417 -2.515  -0.149
C8 -0.433 3.124 -7.965  -0.025
C9 0.394 2.959 -6.705  -0.318
C10 0.132 3.973 -5.607  -0.114
O2 1.400 4.075 -4.976  0.037
C11 2.358 3.739 -5.850  -0.562
O3 3.529 3.876 -5.703  0.158
O4 1.793 3.196 -6.972  0.058
H19 0.142 3.687 -8.700  0.087
H20 -0.710 2.168 -8.403  0.075
H21 -1.348 3.678 -7.749  0.081
H22 0.318 1.946 -6.302  0.155
H23 -0.594 3.665 -4.858  0.109
H24 -0.143 4.947 -6.024  0.138
C12 -3.184 -5.045 3.826  -0.012
C13 -4.115 -4.724 2.677  -0.318
C14 -3.752 -5.361 1.345  -0.105
O5 -4.258 -4.422 0.400  0.058
C15 -4.319 -3.201 0.999  -0.557
O6 -4.556 -2.187 0.438  0.181
O7 -4.084 -3.329 2.328  0.080
H25 -2.455 -4.250 3.983  0.077
H26 -3.731 -5.175 4.758  0.080
H27 -2.639 -5.969 3.627  0.085
H28 -5.152 -4.956 2.933  0.153
H29 -4.218 -6.328 1.173  0.135
H30 -2.668 -5.441 1.230  0.138